ORCA calculation (ωB97M-V with the def2-TZVPD basis set) on a 2-piece molecular cluster, C4H12OS overall.

## Properties
Lowest unoccupied orbital energy = 0.7 eV
Structure (SMILES) = CCCCS.O
Orbital gap = 9.738 eV
Spin multiplicity = 1
Maximum force = 1.29 eV/Å

Element x y z (Å)
C 2.086 -0.708 -2.435
C 0.774 -0.506 -1.595
C 0.943 -0.856 -0.127
C -0.373 -1.065 0.569
S -0.210 -1.654 2.282
H 1.797 -1.065 -3.422
H 2.607 0.247 -2.545
H 2.749 -1.397 -1.905
H 0.008 -1.131 -2.046
H 0.474 0.543 -1.661
H 1.471 -0.083 0.440
H 1.511 -1.780 -0.014
H -0.946 -1.848 0.075
H -1.009 -0.183 0.543
H 0.875 -0.950 2.596
O -4.439 4.451 3.234
H -3.484 4.342 3.119
H -4.833 3.644 2.892

Atom charges from the Mulliken analysis, given in e for atoms 1 to 2: atom 1 (C): -1.05, atom 2 (C): -0.50

---

ORCA calculation (ωB97M-V with the def2-TZVPD basis set) on C4H11N2O as an isolated structure.

## Properties
Lowest unoccupied orbital energy = 3.2 eV
Orbital gap = 5.459 eV
Spin multiplicity = 1
Maximum force = 3.40 eV/Å
Net charge = -1

Element x y z (Å)
C -0.629 0.160 -0.553
N -1.463 -0.919 -0.019
C -2.712 -0.426 0.680
O -3.337 -1.320 1.402
C 0.515 0.419 0.476
N 1.626 -0.465 0.620
C 2.626 0.121 -0.813
H -0.183 0.047 -1.548
H -1.134 1.135 -0.570
H -0.884 -1.266 0.702
H -2.311 0.447 1.329
H -3.346 0.046 -0.118
H 0.788 1.497 0.405
H -0.060 0.502 1.407
H 1.969 -0.880 -0.293
H 2.983 0.999 -0.291
H 3.495 -0.470 -1.111
H 2.057 0.372 -1.705

Atom charges from the Mulliken analysis, given in e for atoms 1 to 2: atom 1 (C): -0.36, atom 2 (N): -0.50

---

ORCA calculation (ωB97M-V with the def2-TZVPD basis set) on a 2-piece molecular cluster, C2H4N3O8S2 overall.

## Properties
Lowest unoccupied orbital energy (alpha / beta) = 3.0 / 3.0 eV
Orbital gap (alpha / beta) = 9.085 / 9.084 eV
Spin multiplicity = 1
Maximum force = 4.50 eV/Å
Net charge = -1

Element x y z (Å)
C -0.783 -1.945 -0.843
C 0.677 -2.227 -0.893
N -1.025 -0.704 -1.410
N -2.032 -0.021 -1.140
N -2.568 0.846 -0.643
O -1.541 0.709 1.526
O -1.658 -2.713 -0.531
O 0.187 2.199 2.307
O -3.482 1.550 -0.516
O 3.304 0.056 1.170
O 2.229 2.032 0.216
O 0.773 0.191 1.173
O -0.267 2.063 -0.041
S 2.236 0.997 1.469
S -0.304 1.359 1.254
H 0.989 -1.756 -1.890
H 1.022 -1.473 -0.189
H 0.894 -3.221 -0.779
H 1.351 2.060 -0.239

Atom charges from the Mulliken analysis, given in e for atoms 1 to 2: atom 1 (C): 0.76, atom 2 (C): -0.65

---

no.,E (hartree)
1,-633.01289
2,-343.57766
3,-1641.08647